*1*
Density functional theory data (the ωB97M-V functional and the def2-TZVPD basis) for 5 unconnected molecules or ions with the total composition C3H15O5.

Calculated values
**LUMO**: 3.62 eV
**Total charge**: -1
**Frontier orbital gap**: 0.33164 Eh
**2S+1**: 1

Atoms and positions in Å:
1 C 1.111 1.022 0.338
2 O 0.802 0.743 -1.038
3 C 0.487 0.052 1.368
4 C 1.394 -1.109 1.788
5 H 2.204 1.033 0.394
6 H 0.797 2.046 0.567
7 H 0.246 0.656 2.242
8 H -0.390 -0.379 0.892
9 H 2.442 -0.860 1.969
10 H 0.973 -1.538 2.702
11 H 1.402 -1.901 1.042
12 H -1.776 -0.716 -1.657
13 H -0.111 0.326 -1.068
14 O -1.635 -0.131 -0.891
15 H -2.071 1.377 -1.553
16 H -1.177 2.590 -1.679
17 O -2.064 2.315 -1.912
18 H -2.790 -0.591 0.203
19 H -4.223 -1.095 0.510
20 O -3.421 -0.816 0.965
21 H 3.038 -1.257 -2.341
22 H 2.049 -0.518 -1.400
23 O 2.712 -1.248 -1.441


*2*
Density functional theory data (the ωB97M-V functional and the def2-TZVPD basis) for 5 unconnected molecules or ions with the total composition C3H15O5.

Calculated values
**LUMO**: 3.76 eV
**Total charge**: -1
**Frontier orbital gap**: 0.31893 Eh
**2S+1**: 1

Atoms and positions in Å:
1 C -0.875 -1.338 0.711
2 O -1.213 -1.170 -0.690
3 C -0.191 -0.070 1.274
4 C -1.144 1.100 1.065
5 H -1.729 -1.635 1.339
6 H -0.261 -2.211 0.748
7 H 0.010 -0.290 2.348
8 H 0.870 0.156 0.849
9 H -2.225 0.742 1.174
10 H -1.048 1.962 1.607
11 H -0.995 1.321 0.073
12 H 1.321 0.207 -2.306
13 H -0.384 -0.774 -1.070
14 O 1.231 -0.046 -1.398
15 H 3.669 -1.510 0.145
16 H 2.466 -1.239 -0.590
17 O 3.080 -1.973 -0.337
18 H 2.245 1.189 -0.727
19 H 3.167 2.267 -0.602
20 O 2.462 1.794 0.045
21 H -2.906 0.044 -1.477
22 H -3.846 0.897 -0.654
23 O -3.703 0.579 -1.526


Ranked by calculated energy, most stable first: *1*, *2*.


*1*
Density functional theory data (the ωB97M-V functional and the def2-TZVPD basis) for 2 unconnected molecules or ions with the total composition C6H14NO.

Calculated values
**LUMO (spin up / spin down)**: 0.30 / 0.29 eV
**Total charge**: 0
**Frontier orbital gap (spin up / spin down)**: 0.21986 / 0.31753 Eh
**2S+1**: 2

Atoms and positions in Å:
1 C -0.018 1.594 1.998
2 C 0.251 0.056 2.030
3 C 0.656 -0.601 0.682
4 C 0.484 0.314 -0.529
5 C 1.483 1.137 -0.849
6 C -1.109 0.620 -2.331
7 N -0.494 -0.173 -1.412
8 H -0.276 2.063 2.949
9 H 0.926 2.065 1.722
10 H -0.708 1.822 1.192
11 H 1.004 -0.040 2.827
12 H -0.651 -0.386 2.471
13 H 1.712 -0.922 0.732
14 H 0.033 -1.488 0.579
15 H 1.581 1.675 -1.779
16 H 2.399 1.243 -0.267
17 H -1.853 -0.022 -2.822
18 H -1.189 1.686 -2.239
19 H -0.640 -1.200 -1.367
20 H -1.782 -3.068 -0.688
21 H -0.664 -3.593 -1.547
22 O -1.144 -2.783 -1.350


*2*
Density functional theory data (the ωB97M-V functional and the def2-TZVPD basis) for 2 unconnected molecules or ions with the total composition C6H14NO.

Calculated values
**LUMO (spin up / spin down)**: -1.65 / 0.18 eV
**Total charge**: 0
**Frontier orbital gap (spin up / spin down)**: 0.26046 / 0.40093 Eh
**2S+1**: 2

Atoms and positions in Å:
1 C 0.450 0.064 0.230
2 C -0.076 1.226 -0.597
3 C -1.456 0.932 -1.202
4 O -2.435 0.696 -0.289
5 C 1.779 0.364 0.921
6 N 2.986 -1.105 0.278
7 C -3.047 -2.260 0.679
8 C 2.958 0.282 -0.082
9 H -0.311 -0.224 0.960
10 H 0.573 -0.815 -0.415
11 H -0.168 2.137 0.001
12 H 0.609 1.468 -1.417
13 H -1.724 1.786 -1.845
14 H -1.338 0.066 -1.879
15 H 1.878 -0.131 1.882
16 H 1.763 1.435 1.228
17 H -2.367 -2.572 1.470
18 H -2.661 -1.350 0.219
19 H -3.189 -3.038 -0.066
20 H 2.645 0.533 -1.094
21 H 3.855 0.821 0.231
22 H -4.016 -2.029 1.119


Ranked by calculated energy, most stable first: *1*, *2*.


*1*
Density functional theory data (the ωB97M-V functional and the def2-TZVPD basis) for 3 unconnected molecules or ions with the total composition C11H20N2O5.

Calculated values
**LUMO**: 0.35 eV
**Total charge**: 0
**Frontier orbital gap**: 0.36883 Eh
**2S+1**: 1

Atoms and positions in Å:
1 C 1.964 -1.233 -0.378
2 C 1.295 -1.588 0.996
3 C 2.385 0.416 -0.176
4 C 3.490 0.751 -1.183
5 C 4.091 2.010 -0.551
6 C 4.631 -0.259 -1.218
7 C -0.486 0.067 0.363
8 C -0.909 1.421 1.148
9 C -1.797 -0.513 0.081
10 C -2.898 0.415 -0.705
11 C -4.246 -0.207 -0.691
12 H 0.868 -2.148 -1.780
13 H 1.564 -0.595 -2.141
14 H 2.815 -1.844 -0.301
15 H 1.537 0.977 -0.118
16 H 2.941 0.247 0.801
17 H 2.910 0.943 -2.144
18 H 3.353 2.601 0.066
19 H 4.976 1.410 0.031
20 H 4.375 2.596 -1.435
21 H 4.404 -0.988 0.166
22 H 4.072 -0.785 -2.247
23 H 6.035 0.201 -1.246
24 H -0.653 -1.361 2.029
25 H 0.037 0.313 -0.520
26 H -1.965 -1.579 -0.696
27 H -2.241 -0.598 1.094
28 H -2.400 0.342 -1.723
29 H -2.802 1.386 -0.292
30 H -5.868 -0.003 -1.318
31 H 0.419 0.894 2.429
32 N 1.085 -1.200 -1.504
33 N 0.089 -0.828 1.418
34 O 1.738 -2.542 1.730
35 O -1.747 2.174 0.726
36 O -4.561 -1.228 -0.235
37 O -5.072 0.489 -1.465
38 O -0.072 1.671 2.223


*2*
Density functional theory data (the ωB97M-V functional and the def2-TZVPD basis) for a single C11H20N2O5 molecule.

Calculated values
**LUMO**: 0.61 eV
**Structure (SMILES)**: CC[C@H](C)[C@H](NC(=O)[C@@H](N)CCC(=O)O)C(=O)O
**Total charge**: 0
**Frontier orbital gap**: 0.37015 Eh
**2S+1**: 1

Atoms and positions in Å:
1 C 3.451 2.512 0.553
2 C 2.827 1.533 -0.427
3 C 1.872 0.524 0.278
4 C 2.510 -0.326 1.474
5 C 1.135 -0.386 -0.643
6 N 0.074 -1.119 0.082
7 C -0.899 -0.465 0.793
8 O -0.852 0.719 1.195
9 C -2.228 -1.337 0.837
10 N -3.231 -0.689 1.769
11 C -2.944 -1.452 -0.525
12 C -3.915 -0.316 -0.814
13 C -3.182 0.940 -1.146
14 O -2.096 0.929 -1.692
15 O -3.860 2.092 -0.945
16 C 2.057 -1.449 -1.070
17 O 2.249 -2.587 -0.792
18 O 2.956 -0.827 -1.899
19 H 4.112 1.928 1.238
20 H 4.159 3.166 -0.066
21 H 2.721 2.967 1.144
22 H 2.161 2.147 -1.156
23 H 3.630 0.896 -0.959
24 H 1.102 1.161 0.621
25 H 2.754 0.279 2.273
26 H 1.776 -1.156 1.711
27 H 3.508 -0.678 1.065
28 H 0.619 0.197 -1.422
29 H 0.155 -2.171 0.129
30 H -1.902 -2.354 1.143
31 H -3.458 -1.281 2.556
32 H -2.778 0.206 1.981
33 H -2.202 -1.639 -1.280
34 H -3.478 -2.360 -0.600
35 H -4.612 -0.240 -0.013
36 H -4.493 -0.530 -1.750
37 H -3.239 2.674 -1.296
38 H 3.543 -1.509 -2.347


*3*
Density functional theory data (the ωB97M-V functional and the def2-TZVPD basis) for a single C11H20N2O5 molecule.

Calculated values
**LUMO**: 0.34 eV
**Structure (SMILES)**: CC[C@H](C)[C@H](NC(=O)[C@@H](N)CCC(=O)O)C(=O)O
**Total charge**: 0
**Frontier orbital gap**: 0.36220 Eh
**2S+1**: 1

Atoms and positions in Å:
1 C -1.725 0.941 -1.090
2 C -2.525 1.214 0.187
3 C -1.774 0.912 1.495
4 C -0.761 2.031 1.718
5 C -1.264 -0.529 1.580
6 N -0.143 -0.906 0.767
7 C 1.163 -0.821 1.216
8 O 1.505 -0.268 2.252
9 C 2.145 -1.485 0.208
10 N 1.970 -2.950 0.103
11 C 1.957 -0.857 -1.225
12 C 2.394 0.600 -1.339
13 C 2.231 1.234 -2.746
14 O 1.632 0.820 -3.704
15 O 2.908 2.418 -2.795
16 C -2.408 -1.434 1.397
17 O -3.407 -1.391 2.116
18 O -2.295 -2.344 0.439
19 H -2.231 1.416 -1.978
20 H -1.638 -0.122 -1.290
21 H -0.684 1.338 -1.118
22 H -2.923 2.317 0.106
23 H -3.455 0.659 0.081
24 H -2.452 1.103 2.357
25 H -1.201 3.024 2.003
26 H -0.074 2.182 0.866
27 H -0.171 1.837 2.576
28 H -0.963 -0.637 2.637
29 H -0.355 -1.766 0.229
30 H 3.158 -1.327 0.557
31 H 1.878 -3.351 1.051
32 H 1.185 -3.195 -0.520
33 H 0.956 -1.034 -1.560
34 H 2.619 -1.409 -1.829
35 H 1.774 1.217 -0.720
36 H 3.437 0.656 -0.942
37 H 2.613 2.814 -3.610
38 H -3.079 -2.907 0.522


Ranked by calculated energy, most stable first: *3*, *2*, *1*.


*1*
Density functional theory data (the ωB97M-V functional and the def2-TZVPD basis) for a single CH3F2NO molecule.

Calculated values
**LUMO**: 0.51 eV
**Structure (SMILES)**: NC(O)(F)F
**Total charge**: 0
**Frontier orbital gap**: 0.41538 Eh
**2S+1**: 1

Atoms and positions in Å:
1 N 1.288 -0.594 0.003
2 C -0.428 -0.247 -0.130
3 O -0.454 1.071 0.148
4 F -0.903 -0.510 -1.347
5 F -1.166 -1.050 0.758
6 H 1.352 -0.557 0.976
7 H 1.587 0.298 -0.351
8 H -1.276 1.589 -0.057


*2*
Density functional theory data (the ωB97M-V functional and the def2-TZVPD basis) for a molecular structure, CH3F2NO.

Calculated values
**LUMO**: 0.59 eV
**Total charge**: 0
**Frontier orbital gap**: 0.43114 Eh
**2S+1**: 1

Atoms and positions in Å:
1 C 0.127 0.177 0.164
2 N -0.956 -0.580 0.331
3 O 1.237 -0.235 0.609
4 F 0.451 0.069 -1.560
5 F -0.082 1.482 0.260
6 H -1.131 -1.237 -0.355
7 H -1.744 0.116 0.377
8 H 2.099 0.208 0.174


*3*
Density functional theory data (the ωB97M-V functional and the def2-TZVPD basis) for 2 unconnected molecules or ions with the total composition CH3F2NO.

Calculated values
**LUMO (spin up / spin down)**: -0.46 / 0.17 eV
**Total charge**: 0
**Frontier orbital gap (spin up / spin down)**: 0.27873 / 0.36353 Eh
**2S+1**: 1

Atoms and positions in Å:
1 C 0.887 0.284 -0.288
2 N -1.400 0.188 0.276
3 O 1.392 -0.707 0.495
4 F -1.838 0.582 -0.980
5 F -1.648 -1.205 0.224
6 H 0.622 1.230 0.096
7 H 0.500 0.050 -1.285
8 H 1.485 -0.422 1.461


Ranked by calculated energy, most stable first: *2*, *1*, *3*.


*1*
Density functional theory data (the ωB97M-V functional and the def2-TZVPD basis) for 2 unconnected molecules or ions with the total composition C2H3Br2N3.

Calculated values
**LUMO (spin up / spin down)**: -0.85 / -0.85 eV
**Total charge**: 0
**Frontier orbital gap (spin up / spin down)**: 0.31970 / 0.31969 Eh
**2S+1**: 1

Atoms and positions in Å:
1 C 0.435 -0.603 0.728
2 C 0.134 0.018 -0.660
3 N -0.636 -0.245 1.534
4 N -1.269 0.690 0.955
5 N -0.951 0.837 -0.314
6 Br 2.132 0.099 1.360
7 Br -0.239 -1.232 -2.038
8 H 0.624 -1.784 0.638
9 H 1.461 1.064 -1.316
10 H -1.690 1.157 -0.886


*2*
Density functional theory data (the ωB97M-V functional and the def2-TZVPD basis) for a single C2H3Br2N3 molecule.

Calculated values
**LUMO**: -0.10 eV
**Structure (SMILES)**: [H]/N=C(\Br)[C@H](Br)/N=N/[H]
**Total charge**: 0
**Frontier orbital gap**: 0.34560 Eh
**2S+1**: 1

Atoms and positions in Å:
1 H 1.125 -2.276 2.004
2 N 0.407 -1.883 1.379
3 C 0.553 -0.917 0.603
4 Br 2.393 -0.210 0.261
5 C -0.467 -0.199 -0.148
6 Br -0.530 -0.629 -2.101
7 N -0.356 1.480 -0.018
8 N -0.737 1.962 -1.047
9 H -0.861 2.998 -1.088
10 H -1.527 -0.327 0.156


Ranked by calculated energy, most stable first: *2*, *1*.


*1*
Density functional theory data (the ωB97M-V functional and the def2-TZVPD basis) for a gas-phase ion, C5H15NP (charge +1).

Calculated values
**LUMO**: -3.29 eV
**Structure (SMILES)**: CCP(C)(C)=[NH+]C
**Total charge**: +1
**Frontier orbital gap**: 0.39019 Eh
**2S+1**: 1

Atoms and positions in Å:
1 C -2.164 1.028 0.138
2 C -0.809 1.319 -0.476
3 P 0.586 0.196 0.054
4 C 2.287 -0.286 -1.239
5 C 1.272 0.847 1.532
6 N -0.185 -1.165 0.546
7 C -0.930 -2.033 -0.373
8 H -2.897 1.789 -0.179
9 H -2.478 0.020 -0.096
10 H -2.060 1.143 1.299
11 H -0.498 2.282 -0.186
12 H -1.022 1.115 -1.467
13 H 3.263 -0.461 -0.714
14 H 2.337 0.688 -1.784
15 H 1.779 -1.015 -1.812
16 H 0.407 0.957 2.239
17 H 1.915 1.683 1.307
18 H 1.957 0.040 1.947
19 H 0.405 -1.560 1.273
20 H -1.438 -1.437 -1.089
21 H -0.213 -2.428 -1.096
22 H -1.515 -2.722 0.175


*2*
Density functional theory data (the ωB97M-V functional and the def2-TZVPD basis) for 2 unconnected molecules or ions with the total composition C5H15NP.

Calculated values
**LUMO**: -3.31 eV
**Total charge**: +1
**Frontier orbital gap**: 0.33621 Eh
**2S+1**: 1

Atoms and positions in Å:
1 C 0.528 0.468 -1.310
2 C 1.280 1.613 0.753
3 C 1.089 -1.981 0.075
4 C -1.624 0.867 0.688
5 C 0.540 0.470 0.090
6 N 0.964 -0.601 0.745
7 P -2.416 -0.321 -0.272
8 H 0.412 -0.508 -1.827
9 H 1.353 0.996 -1.893
10 H -0.293 1.136 -1.652
11 H 0.871 2.513 0.429
12 H 2.286 1.542 0.481
13 H 1.148 1.475 1.894
14 H 0.885 -1.886 -0.922
15 H 2.162 -2.173 0.187
16 H 0.530 -2.708 0.718
17 H -1.689 1.930 0.376
18 H -1.695 0.548 1.684
19 H -1.747 -0.883 -1.462
20 H 1.406 -0.529 1.605
21 H -3.717 -0.455 -0.751
22 H -2.274 -1.514 0.366


*3*
Density functional theory data (the ωB97M-V functional and the def2-TZVPD basis) for 2 unconnected molecules or ions with the total composition C5H15NP.

Calculated values
**LUMO**: -5.14 eV
**Total charge**: +1
**Frontier orbital gap**: 0.31328 Eh
**2S+1**: 1

Atoms and positions in Å:
1 C 2.819 0.374 0.937
2 C -0.974 1.026 0.832
3 C -3.217 -2.153 0.238
4 C 1.207 -1.881 -0.577
5 C 2.016 0.969 -0.231
6 N -0.427 -0.009 0.265
7 P 0.773 -0.138 -1.051
8 H 3.427 1.282 1.353
9 H 2.132 -0.056 1.717
10 H 3.481 -0.393 0.623
11 H -2.669 -2.083 1.171
12 H -1.824 0.901 1.386
13 H -0.569 2.125 0.733
14 H -3.804 -2.946 0.525
15 H -2.551 -2.566 -0.675
16 H -3.790 -1.222 0.017
17 H 2.101 -2.173 -0.963
18 H 0.472 -2.504 -1.087
19 H 1.045 -2.065 0.407
20 H 2.788 1.269 -0.957
21 H 1.662 2.070 0.112
22 H -1.032 -0.775 0.211


Ranked by calculated energy, most stable first: *1*, *3*, *2*.